55
Properties=species:S:1:pos:R:3:forces:R:3 method="wB97M-V/def2-TZVPD" homo_lumo_gap_ev=4.76 total_charge=+1 lumo_ha=-0.1901 multiplicity=1 fmax_ha_per_bohr=0.15680
C -3.422 -3.107 -0.947 0.147 0.372 0.236
C -2.450 -3.051 0.061 -0.287 -0.283 -0.161
C -1.208 -2.504 -0.201 0.173 0.806 -0.497
C -0.955 -1.868 -1.451 -1.343 -1.198 0.248
C 0.252 -1.160 -1.676 -0.126 1.287 0.337
N 0.714 -0.157 -0.834 7.184 -3.617 -0.568
C 2.075 0.025 -0.719 -2.445 0.284 0.338
C 3.050 -0.958 -1.015 1.659 -1.032 -0.716
C 4.408 -0.527 -1.189 -0.903 -0.030 0.212
C 5.436 -1.437 -1.372 0.007 -0.270 0.006
C 5.170 -2.814 -1.393 -0.346 0.376 0.080
C 3.850 -3.266 -1.263 -0.027 0.254 0.160
C 2.802 -2.365 -1.082 0.183 0.392 -0.071
C -1.922 -1.989 -2.487 0.407 0.092 0.543
C -3.151 -2.575 -2.215 -0.087 -0.273 -0.005
H -4.401 -3.537 -0.725 0.330 0.126 -0.149
H -2.663 -3.430 1.062 0.047 -0.081 -0.347
H -0.410 -2.527 0.545 -0.335 0.126 -0.127
H 0.839 -1.340 -2.578 -0.136 0.464 0.144
H 0.521 1.817 0.271 0.775 1.765 0.663
H 2.337 1.017 -0.351 0.241 -0.317 -0.135
H 4.603 0.548 -1.172 0.069 -0.348 0.026
H 6.460 -1.083 -1.493 -0.290 -0.068 0.040
H 5.985 -3.530 -1.501 -0.224 0.206 -0.051
H 3.635 -4.335 -1.291 0.052 0.318 0.012
H 1.782 -2.739 -0.990 0.408 -0.006 0.034
H -1.685 -1.580 -3.474 -0.223 -0.072 0.341
H -3.917 -2.621 -2.992 0.273 -0.023 0.211
C -4.371 -0.575 3.227 -0.270 0.058 0.183
C -3.247 -0.176 2.321 0.030 -0.166 0.111
C -3.537 0.172 1.000 -0.231 0.056 -0.014
C -2.522 0.484 0.121 0.168 0.063 -0.129
C -1.192 0.403 0.553 0.405 0.714 0.229
C -0.123 0.794 -0.390 -5.885 0.821 -1.245
C 0.842 2.990 0.445 0.202 0.267 0.232
C 1.558 3.585 -0.575 0.145 0.447 -0.127
C 1.907 4.951 -0.484 -0.134 -0.700 0.191
C 1.572 5.680 0.660 -0.196 -0.211 -0.312
C 0.789 5.080 1.653 0.089 -0.501 -0.321
C 0.414 3.721 1.547 0.042 0.372 0.216
C -0.890 0.108 1.891 -0.089 -0.330 -0.054
C -1.922 -0.180 2.776 0.061 0.154 -0.125
H -4.153 -0.323 4.272 -0.119 -0.098 -0.260
H -5.295 -0.070 2.913 0.193 -0.165 0.225
H -4.551 -1.660 3.163 0.083 0.303 0.051
H -4.586 0.226 0.692 0.428 -0.087 0.011
H -2.730 0.745 -0.921 -0.002 -0.016 0.370
H -0.562 1.320 -1.252 0.290 0.201 0.346
H 1.850 3.002 -1.452 -0.078 0.216 0.106
H 2.423 5.411 -1.323 0.034 -0.028 0.278
H 1.900 6.723 0.743 -0.296 -0.447 0.025
H 0.451 5.671 2.502 0.120 -0.210 -0.076
H -0.193 3.273 2.338 0.166 0.077 -0.284
H 0.154 0.106 2.219 -0.337 0.014 -0.032
H -1.721 -0.367 3.834 -0.004 -0.052 -0.397

63
Properties=species:S:1:pos:R:3:forces:R:3 method="wB97M-V/def2-TZVPD" homo_lumo_gap_ev=7.62 lumo_ha=-0.0007 multiplicity=1 fmax_ha_per_bohr=0.02463
C -7.807 -1.627 -0.201 -0.060 -0.255 -0.017
O -7.429 -0.273 -0.117 0.122 0.323 0.020
C -6.121 0.052 -0.240 0.262 0.032 -0.034
C -5.088 -0.859 -0.456 -0.502 -0.174 0.026
C -3.783 -0.417 -0.558 0.153 0.398 -0.033
C -3.477 0.938 -0.450 -0.450 -0.025 -0.116
C -2.100 1.460 -0.547 -0.159 0.006 0.029
O -1.859 2.639 -0.713 0.073 -0.104 -0.051
C -0.995 0.454 -0.492 0.184 -0.250 0.399
C -0.041 0.480 -1.659 0.091 0.030 -0.002
C 1.317 0.921 -1.172 0.280 0.138 -0.123
C 1.434 2.164 -0.576 0.010 0.083 0.012
C 2.651 2.613 -0.077 0.075 -0.034 0.061
O 2.806 3.850 0.494 0.285 -0.422 -0.195
C 1.672 4.676 0.615 -0.168 0.145 0.019
C 3.776 1.779 -0.159 0.217 -0.161 0.067
O 5.041 2.067 0.272 -0.313 -0.066 -0.384
C 5.240 3.004 1.305 0.198 0.291 0.293
C 3.649 0.521 -0.778 0.149 0.235 0.132
O 4.798 -0.211 -0.824 -0.138 0.360 0.155
C 4.764 -1.471 -1.444 -0.025 -0.196 -0.118
C 2.427 0.100 -1.281 0.066 0.023 -0.139
C -0.807 -0.346 0.569 -0.016 0.296 -0.402
C -1.661 -0.275 1.779 -0.361 -0.190 0.499
O -1.935 -1.213 2.483 0.091 -0.017 -0.099
O -2.091 0.969 2.044 0.080 0.527 0.124
C 0.273 -1.356 0.637 0.095 -0.092 0.125
C 1.316 -1.184 1.535 -0.189 -0.022 -0.103
C 2.356 -2.103 1.636 0.143 -0.318 -0.103
C 2.299 -3.202 0.814 -0.529 0.041 -0.324
C 1.246 -3.387 -0.084 0.441 0.175 0.359
C 0.224 -2.480 -0.195 0.176 -0.204 0.024
O 1.439 -4.554 -0.777 -0.362 0.345 -0.050
C 2.629 -5.115 -0.265 0.482 -1.116 -0.353
O 3.176 -4.250 0.706 0.051 0.444 0.286
C -4.521 1.848 -0.253 0.070 -0.130 -0.031
C -5.819 1.416 -0.143 -0.114 -0.101 0.007
H -7.559 -2.053 -1.178 0.005 0.019 0.044
H -7.339 -2.224 0.587 -0.004 0.027 -0.038
H -8.888 -1.638 -0.068 0.086 -0.047 -0.015
H -5.290 -1.914 -0.546 -0.053 -0.083 -0.001
H -3.001 -1.139 -0.734 0.033 -0.059 0.014
H 0.031 -0.509 -2.113 -0.016 0.020 -0.070
H -0.413 1.184 -2.406 0.017 -0.107 -0.014
H 0.555 2.784 -0.514 -0.115 0.121 0.045
H 2.025 5.579 1.113 -0.077 -0.036 -0.036
H 1.258 4.940 -0.363 -0.009 -0.027 0.037
H 0.891 4.208 1.222 0.015 0.002 -0.038
H 6.275 2.864 1.621 -0.065 0.011 0.024
H 5.101 4.030 0.959 0.035 -0.126 0.080
H 4.575 2.818 2.152 0.014 0.004 -0.028
H 5.782 -1.853 -1.383 -0.078 -0.023 -0.029
H 4.468 -1.396 -2.496 -0.003 -0.004 0.040
H 4.089 -2.158 -0.923 -0.001 0.013 -0.037
H 2.328 -0.867 -1.746 0.009 -0.168 -0.021
H -2.649 0.968 2.839 0.069 -0.283 -0.142
H 1.330 -0.305 2.160 0.005 0.135 0.082
H 3.172 -1.962 2.324 0.127 0.036 0.103
H -0.590 -2.641 -0.883 -0.140 -0.001 -0.112
H 2.409 -6.093 0.193 0.000 0.269 -0.051
H 3.353 -5.254 -1.084 -0.173 0.109 0.178
H -4.278 2.897 -0.179 0.002 0.095 0.003
H -6.631 2.108 0.018 -0.092 0.090 0.024

67
Properties=species:S:1:pos:R:3:forces:R:3 method="wB97M-V/def2-TZVPD" homo_lumo_gap_ev=7.03 total_charge=+1 lumo_ha=-0.1349 multiplicity=1 fmax_ha_per_bohr=0.02381
Al 0.371 -0.090 0.196 0.028 -0.826 0.314
C 3.880 -0.806 -3.446 -0.277 -0.095 0.201
S 2.287 -1.657 -3.548 0.074 -0.028 -0.181
C 1.712 -1.597 -1.919 -0.137 -0.154 0.380
S 2.588 -0.844 -0.630 0.213 0.070 0.072
N 0.575 -2.232 -1.699 -0.036 -0.188 -1.000
N 0.170 -1.982 -0.456 0.008 0.101 0.723
C -0.241 -2.863 0.377 0.206 0.084 -0.614
C -0.160 -2.429 1.764 0.050 0.024 0.650
C -0.382 -3.290 2.833 -0.061 0.037 -0.294
C -0.090 -2.862 4.115 0.067 0.157 0.023
C 0.424 -1.585 4.301 -0.043 -0.214 0.061
C 0.617 -0.782 3.194 -0.010 0.119 -0.005
N 0.328 -1.183 1.957 -0.014 -0.101 -0.125
H 4.282 -0.801 -4.456 -0.020 -0.025 -0.016
H 4.544 -1.344 -2.775 0.080 0.027 -0.042
H 3.727 0.208 -3.087 0.095 0.055 -0.039
H -0.423 -3.895 0.098 0.112 -0.034 0.021
H -0.756 -4.286 2.637 -0.007 -0.001 0.044
H -0.238 -3.523 4.959 -0.036 0.007 0.004
H 0.678 -1.227 5.288 0.034 0.043 -0.029
H 1.022 0.219 3.284 -0.049 -0.008 0.008
C 3.415 5.424 5.138 0.051 0.042 -0.030
C 2.505 4.786 4.129 -0.069 -0.059 0.024
C 1.665 3.736 4.499 -0.013 0.032 -0.059
C 0.794 3.172 3.583 0.028 -0.063 0.021
C 0.775 3.654 2.283 -0.143 -0.513 -0.057
C 1.597 4.697 1.888 -0.055 0.027 -0.261
C 2.461 5.249 2.814 0.011 0.018 0.053
S -0.469 2.985 1.230 0.090 0.131 -0.197
O -0.071 3.308 -0.227 -0.149 0.310 0.777
O -1.707 3.644 1.487 -0.141 0.049 0.013
N -0.503 1.415 1.487 0.412 0.613 0.006
C -1.756 0.815 1.281 -0.635 -0.048 0.027
C -2.933 1.088 1.974 0.128 0.031 -0.060
C -4.052 0.344 1.656 0.017 -0.077 -0.014
C -3.977 -0.651 0.683 -0.002 0.052 0.065
C -2.767 -0.876 0.068 0.030 -0.136 -0.144
N -1.682 -0.154 0.363 0.064 0.451 0.311
H 3.330 4.939 6.108 0.020 0.000 0.006
H 3.164 6.478 5.261 0.009 -0.003 0.006
H 4.456 5.374 4.816 -0.008 -0.008 -0.005
H 1.683 3.367 5.516 0.002 0.016 0.010
H 0.124 2.369 3.867 0.030 0.027 0.056
H 1.566 5.064 0.870 0.027 -0.009 0.014
H 3.113 6.058 2.508 -0.006 0.015 0.013
H -2.954 1.864 2.721 -0.017 0.009 0.008
H -4.984 0.525 2.175 0.002 0.022 -0.014
H -4.840 -1.246 0.425 0.008 0.005 -0.042
H -2.642 -1.646 -0.683 0.013 0.004 0.000
C 0.384 2.929 -2.523 -0.218 0.201 0.176
C 0.809 2.444 -1.156 0.665 -0.893 -0.509
O 0.469 1.158 -0.989 0.007 0.640 -0.492
C 2.273 2.766 -0.816 -0.271 0.045 0.263
C 3.006 3.670 -1.574 -0.063 0.006 -0.025
C 4.314 3.987 -1.228 0.043 0.058 -0.063
C 4.910 3.402 -0.124 0.022 0.037 0.001
C 4.191 2.495 0.639 -0.034 -0.031 0.058
C 2.888 2.190 0.294 -0.122 0.110 -0.143
H -0.653 2.641 -2.682 0.020 -0.024 -0.005
H 1.010 2.454 -3.275 0.006 -0.019 0.000
H 0.465 4.012 -2.595 -0.024 -0.024 -0.087
H 2.566 4.136 -2.446 0.054 0.009 0.035
H 4.867 4.696 -1.830 -0.006 -0.015 -0.008
H 5.929 3.652 0.142 0.007 -0.013 -0.017
H 4.647 2.025 1.502 -0.020 0.007 -0.010
H 2.340 1.494 0.912 -0.046 -0.081 0.147